1.
Density functional theory data (ωB97M-V/def2-TZVPD) for a structure of composition C6H5N3O3.

Structure (XYZ):
```
17
Properties=species:S:1:pos:R:3
C -1.78 -0.81 -0.65
C -0.37 -0.25 -0.83
C -2.48 -0.12 0.24
C 0.64 -1.33 -0.37
C 2.16 0.48 0.17
C -0.25 0.99 0.16
N -1.28 1.28 0.81
N 1.90 -0.87 -0.15
N 1.08 1.35 0.48
O -3.45 0.16 0.87
O 0.38 -2.51 -0.51
O 3.26 0.94 0.33
H -2.28 -1.62 -1.11
H -0.29 -0.29 -1.92
H -1.27 1.84 1.68
H 2.67 -1.50 0.06
H 1.35 2.26 0.75
```

Calculated values
total charge	0
HOMO level	-8.31	eV
ΔE to the lowest compared entry with this formula, charge and spin	28.06	kcal per mole
orbital gap	8.4	eV

Atom charges from the Löwdin analysis, given in e for atoms 1 to 8: -0.046 -0.101 -0.327 -0.423 -0.447 -0.233 0.197 0.200

---

2.
Density functional theory data (ωB97M-V/def2-TZVPD) for a cluster of 2 separate species, C6H5N4 in total.

Structure (XYZ):
```
15
Properties=species:S:1:pos:R:3
C 2.62 1.85 -0.84
C 1.20 -2.30 0.66
C 1.88 0.82 -0.30
C 1.30 -0.11 0.24
C -1.35 0.26 -0.09
C 0.54 -1.07 0.79
N 3.50 2.54 -1.16
N 1.78 -3.29 0.65
N -1.42 -0.22 -1.29
N -2.08 0.74 0.91
H -0.31 -0.90 1.54
H -0.67 -0.14 -2.10
H -2.40 -0.40 -1.69
H -1.61 1.01 1.78
H -3.00 1.22 0.90
```

Calculated values
total charge	+1
HOMO level (alpha / beta)	-13.19 / -14.41	eV
ΔE to the lowest compared entry with this formula, charge and spin	78.83	kcal per mole
orbital gap (alpha / beta)	6.7 / 7.9	eV

Atom charges from the Löwdin analysis, given in e for atoms 1 to 8: -0.185 -0.201 0.053 -0.077 -0.149 -0.092 0.222 0.231

---

3.
Density functional theory data (ωB97M-V/def2-TZVPD) for the ion C6H5N4O with charge -1.

Structure (XYZ):
```
16
Properties=species:S:1:pos:R:3
C 1.40 -1.79 0.12
C 1.70 0.38 1.33
C -0.11 -0.18 -0.63
C -1.30 1.74 -0.49
C -0.21 1.89 0.25
C -1.32 0.38 -1.13
N 0.46 -1.44 -0.63
N -2.35 -0.01 -1.80
N 2.04 -1.10 1.12
N 0.60 0.74 0.27
O 2.02 1.08 0.07
H 1.76 -2.92 0.16
H -2.03 2.49 -0.64
H -0.05 2.78 0.93
H -2.30 -0.83 -2.41
H 2.28 -1.65 1.85
```

Calculated values
total charge	-1
HOMO level	-2.29	eV
ΔE to the lowest compared entry with this formula, charge and spin	91.16	kcal per mole
orbital gap	6.4	eV

Atom charges from the Löwdin analysis, given in e for atoms 1 to 8: -0.334 -0.130 -0.225 -0.009 -0.101 -0.431 0.068 0.024

---

4.
Density functional theory data (ωB97M-V/def2-TZVPD) for the ion C6H5N4O with charge +1.

Structure (XYZ):
```
16
Properties=species:S:1:pos:R:3
C -0.18 1.45 2.90
C -0.31 0.38 2.39
C -0.41 -0.92 1.71
N 0.24 -0.76 0.37
C -0.51 -0.39 -0.64
N 0.39 -0.29 -1.65
O 0.05 0.09 -2.94
C -0.66 1.21 -2.86
N -1.48 2.00 -2.73
C 1.62 -0.62 -1.17
N 1.53 -0.91 0.10
H 0.14 2.45 3.10
H 0.09 -1.70 2.29
H -1.45 -1.18 1.51
H -1.57 -0.20 -0.63
H 2.53 -0.61 -1.76
```

Calculated values
total charge	+1
HOMO level	-14.53	eV
ΔE to the lowest compared entry with this formula, charge and spin	58.60	kcal per mole
structure (SMILES)	C#CCn1c[n+](OC#N)cn1
orbital gap	10.1	eV

Atom charges from the Löwdin analysis, given in e for atoms 1 to 8: 0.160 -0.100 -0.072 -0.082 0.067 0.001 0.131 -0.250

---

5.
Density functional theory data (ωB97M-V/def2-TZVPD) for a structure of composition C6H5N5ORhSbSe4.

Structure (XYZ):
```
23
Properties=species:S:1:pos:R:3
Rh -0.53 0.88 -1.69
N -1.30 -3.40 0.09
C -1.59 -2.66 -1.05
N -1.20 -1.48 -1.18
C -0.18 -1.62 0.91
N -0.57 -2.79 1.05
C 0.65 -0.99 2.04
C 1.01 -1.63 3.22
N 1.73 -1.02 4.16
C 2.10 0.22 3.92
C 1.75 0.88 2.75
N 1.04 0.25 1.83
H -1.58 -4.34 0.27
H -2.18 -3.15 -1.82
H 0.70 -2.65 3.41
H 2.69 0.74 4.67
H 2.05 1.90 2.55
O -0.20 -0.40 -0.08
Se 0.16 3.34 -7.10
Sb -0.96 4.37 -5.30
Se 0.40 6.13 -4.15
Se -3.24 4.97 -5.19
Se -0.74 2.45 -3.31
```

Calculated values
total charge	0
HOMO level (alpha / beta)	-7.62 / -7.64	eV
<S²>	6.090
ΔE to the lowest compared entry with this formula, charge and spin	176.80	kcal per mole
2S+1	5
orbital gap (alpha / beta)	5.2 / 5.1	eV

Atom charges from the Löwdin analysis, given in e for atoms 1 to 8: 0.374 0.009 -0.180 0.121 -0.172 0.122 -0.198 -0.070

---

6.
Density functional theory data (ωB97M-V/def2-TZVPD) for a structure of composition C6H5NO.

Structure (XYZ):
```
13
Properties=species:S:1:pos:R:3
C 1.20 0.29 0.67
C -1.52 -0.76 -0.61
C 0.48 -0.77 -0.19
C -1.96 0.53 -0.27
C 0.42 1.53 0.30
N 0.92 -1.82 -0.67
C -0.80 1.17 0.00
O -1.89 -1.82 -0.94
H 1.89 -2.05 -0.42
H 1.12 0.01 1.73
H 2.26 0.37 0.42
H -2.99 0.83 -0.12
H 0.86 2.49 0.10
```

Calculated values
total charge	0
HOMO level (alpha / beta)	-8.34 / -8.34	eV
ΔE to the lowest compared entry with this formula, charge and spin	97.19	kcal per mole
orbital gap (alpha / beta)	7.7 / 7.7	eV

Atom charges from the Löwdin analysis, given in e for atoms 1 to 8: -0.139 -0.297 -0.245 -0.024 -0.075 0.119 0.014 0.126

---

7.
Density functional theory data (ωB97M-V/def2-TZVPD) for an isolated molecule of C6H5NO.

Structure (XYZ):
```
13
Properties=species:S:1:pos:R:3
C 3.17 -0.58 -0.09
C 1.85 -0.26 -0.29
C 0.32 -0.26 -0.12
C -0.17 0.91 0.88
C -0.90 0.61 -0.48
C -2.04 -0.31 -0.30
N -1.58 -1.47 -0.01
O -0.27 -1.63 0.48
H 4.14 -0.88 -0.42
H -0.70 0.79 1.77
H 0.43 1.87 0.61
H -1.13 1.31 -1.38
H -3.12 -0.10 -0.64
```

Calculated values
total charge	0
HOMO level	-9.36	eV
ΔE to the lowest compared entry with this formula, charge and spin	161.39	kcal per mole
structure (SMILES)	C#C[C@@]12C[C@@H]1C=NO2
orbital gap	10.0	eV

Atom charges from the Löwdin analysis, given in e for atoms 1 to 8: 0.123 0.008 -0.258 -0.003 -0.216 -0.140 0.005 -0.055

---

8.
Density functional theory data (ωB97M-V/def2-TZVPD) for an isolated molecule of C6H5NO.

Structure (XYZ):
```
13
Properties=species:S:1:pos:R:3
C 2.35 -0.71 -0.47
C 1.23 -0.21 -0.44
C -0.15 0.21 -0.11
C -0.51 0.10 1.39
C -0.24 1.57 -0.49
N -0.38 2.67 -0.74
C -1.03 -0.68 -1.08
O -2.03 -1.20 -0.59
H 3.32 -1.28 -0.51
H 0.03 1.05 1.95
H -0.20 -0.89 1.81
H -1.65 0.13 1.48
H -0.75 -0.76 -2.20
```

Calculated values
total charge	0
HOMO level	-10.54	eV
ΔE to the lowest compared entry with this formula, charge and spin	53.75	kcal per mole
structure (SMILES)	C#C[C@@](C)(C#N)C=O
orbital gap	10.7	eV

Atom charges from the Löwdin analysis, given in e for atoms 1 to 8: 0.143 -0.106 -0.499 -0.023 -0.231 0.201 -0.133 0.052

---

9.
Density functional theory data (ωB97M-V/def2-TZVPD) for an isolated molecule of C6H5NO.

Structure (XYZ):
```
13
Properties=species:S:1:pos:R:3
C -1.64 1.24 1.59
C -0.65 0.93 0.92
C 0.42 0.27 0.27
C 1.60 0.53 1.05
C 0.18 -0.70 -0.87
O -0.51 -1.74 -0.03
C -0.46 -0.34 -2.14
N -0.62 -0.31 -3.37
H -2.32 1.70 2.25
H 1.71 1.30 2.00
H 2.46 0.21 0.31
H 1.09 -1.09 -1.07
H -1.25 -2.00 -0.88
```

Calculated values
total charge	0
HOMO level	-9.20	eV
ΔE to the lowest compared entry with this formula, charge and spin	123.52	kcal per mole
structure (SMILES)	C#CC(=C)[C@@H](O)C#N
orbital gap	9.0	eV

Atom charges from the Löwdin analysis, given in e for atoms 1 to 8: 0.155 -0.150 -0.298 0.083 -0.321 -0.083 -0.093 0.159

---

10.
Density functional theory data (ωB97M-V/def2-TZVPD) for an isolated molecule of C6H5NO.

Structure (XYZ):
```
13
Properties=species:S:1:pos:R:3
C -1.95 -1.68 -0.37
C -1.11 -0.91 -0.03
C 0.01 0.00 0.25
O 0.46 -0.06 1.57
C -0.54 1.32 0.00
N -1.16 2.23 -0.38
C 1.12 -0.20 -0.72
C 2.45 -0.34 -0.50
H -2.57 -2.46 -0.76
H 0.47 -0.99 1.83
H 0.68 -0.10 -1.82
H 2.98 -0.25 0.49
H 3.04 -0.58 -1.40
```

Calculated values
total charge	0
HOMO level	-10.48	eV
ΔE to the lowest compared entry with this formula, charge and spin	63.25	kcal per mole
structure (SMILES)	C#C[C@](O)(C#N)C=C
orbital gap	11.0	eV

Atom charges from the Löwdin analysis, given in e for atoms 1 to 8: 0.163 -0.058 -0.599 0.029 -0.143 0.197 -0.120 0.044

---

11.
Density functional theory data (ωB97M-V/def2-TZVPD) for a cluster of 2 separate species, C6H5NO in total.

Structure (XYZ):
```
13
Properties=species:S:1:pos:R:3
C 1.73 -0.56 0.29
C 1.51 0.92 0.27
C -0.06 1.01 -0.19
C -0.53 -0.26 0.01
C -1.99 -0.46 0.03
C -3.33 -0.46 -0.07
H 2.14 1.24 -0.67
H 2.09 1.60 1.13
H -0.68 1.99 -0.32
H 0.01 -2.13 -0.77
H -4.31 -0.64 0.09
N 0.54 -1.27 0.57
O 2.89 -0.98 -0.39
```

Calculated values
total charge	0
HOMO level	-9.22	eV
ΔE to the lowest compared entry with this formula, charge and spin	190.45	kcal per mole
orbital gap	7.6	eV

Atom charges from the Löwdin analysis, given in e for atoms 1 to 8: -0.389 -0.118 -0.009 -0.374 -0.055 0.155 0.133 0.174

---

12.
Density functional theory data (ωB97M-V/def2-TZVPD) for a structure of composition C6H5NO6Yb.

Structure (XYZ):
```
19
Properties=species:S:1:pos:R:3
Yb 0.82 -1.23 -0.72
O 2.67 -1.44 1.90
C 2.06 -1.47 0.90
C -0.76 -2.53 -0.88
O -1.78 -3.11 -0.91
C 1.64 -0.53 -2.44
O 2.04 0.01 -3.40
C 1.94 -3.14 -1.37
O 2.52 -4.12 -1.71
N -2.13 2.18 0.59
C -0.91 1.92 1.44
C 0.03 1.01 0.67
O 1.22 1.47 0.34
O -0.45 -0.12 0.41
H -1.85 2.64 -0.29
H -2.76 2.81 1.09
H -2.62 1.31 0.38
H -0.45 2.88 1.64
H -1.24 1.45 2.35
```

Calculated values
total charge	+3
HOMO level (alpha / beta)	-22.37 / -22.36	eV
<S²>	0.751
2S+1	2
orbital gap (alpha / beta)	7.5 / 7.5	eV

Atom charges from the Löwdin analysis, given in e for atoms 1 to 8: 1.212 0.305 0.027 0.029 0.303 0.027 0.306 0.049

---

total charge of number 11 (C6H5NO)? 0